Entry from the OMol25 dataset: 8 unconnected molecules or ions with the total composition C21H46NO13P at a distorted geometry (ωB97M-V with the def2-TZVPD basis set).

Its HOMO energy is 1.13 eV. The orbital gap comes out at 2.8611 eV. The max |F| is 9.1 eV Å⁻¹. As for the total energy: -59910.237 eV. Its charge is -2.

Atoms and positions in Å:
P: -53.13 49.18 -0.97
O: -52.73 48.30 0.22
O: -47.20 46.71 -0.43
O: -50.82 49.26 -6.05
O: -52.43 45.67 4.22
O: -51.81 42.85 -0.82
O: -49.73 47.57 -4.89
O: -51.93 50.07 -1.30
O: -46.05 50.05 -1.69
O: -53.30 48.15 -2.16
O: -50.39 44.67 -1.32
O: -50.94 44.16 3.25
O: -54.29 50.03 -0.55
O: -44.58 46.09 -4.86
N: -50.50 47.47 -1.61
C: -47.03 47.69 1.90
C: -51.57 41.26 1.08
C: -53.01 50.03 -5.71
C: -48.43 50.20 -2.58
C: -49.13 46.33 1.20
C: -51.83 49.34 -5.09
C: -47.42 50.30 -1.44
C: -52.57 45.05 1.87
C: -52.60 44.72 -2.14
C: -45.54 48.41 -4.70
C: -51.73 45.98 5.40
C: -51.81 44.93 3.20
C: -45.58 46.88 -4.45
C: -50.60 46.92 5.14
C: -51.51 44.06 -1.35
C: -46.77 46.37 -3.64
C: -48.97 48.26 -6.98
C: -50.86 42.18 0.07
C: -47.82 46.97 0.80
C: -47.91 50.64 -0.10
C: -49.82 48.29 -5.86
H: -48.96 45.92 2.13
H: -52.47 50.96 -6.08
H: -52.03 40.63 0.53
H: -51.43 49.91 -4.26
H: -47.08 45.15 -3.80
H: -50.88 40.68 1.84
H: -51.29 45.18 6.02
H: -51.27 47.79 4.60
H: -49.90 46.62 4.54
H: -46.04 47.82 1.37
H: -49.43 50.43 -2.18
H: -46.42 48.68 -5.21
H: -53.38 49.31 -6.48
H: -49.94 47.03 1.43
H: -46.53 46.13 -2.55
H: -47.56 48.70 2.13
H: -48.38 49.30 -7.15
H: -53.81 50.09 -5.03
H: -50.43 47.31 6.10
H: -48.01 47.44 -6.87
H: -50.19 41.63 -0.59
H: -50.43 48.09 -0.95
H: -48.44 51.49 0.15
H: -44.50 48.71 -5.07
H: -49.71 45.73 0.48
H: -52.01 45.49 1.00
H: -45.84 48.92 -3.68
H: -52.17 41.83 1.82
H: -52.85 44.13 1.68
H: -47.14 50.92 0.68
H: -51.91 48.33 -4.65
H: -48.47 49.79 0.14
H: -53.48 45.53 1.89
H: -46.87 47.18 3.01
H: -51.21 46.76 -1.48
H: -50.83 48.09 -2.18
H: -48.13 50.93 -3.36
H: -49.40 48.01 -7.86
H: -47.74 46.83 -3.92
H: -52.37 45.44 -2.95
H: -49.66 47.17 -1.84
H: -48.62 49.27 -3.02
H: -53.42 44.08 -2.42
H: -53.03 45.32 -1.41
H: -52.46 46.53 6.11
H: -50.29 43.00 0.62